(1)
Entry from the OMol25 dataset: the molecule C4H10NO (ωB97M-V with the def2-TZVPD basis set).

```
16
Properties=species:S:1:pos:R:3:forces:R:3:nbo_charge:R:1
C 0.327 -1.348 0.961 -2.4146 2.5304 -1.4634 -0.640
C -0.621 0.008 0.524 0.5814 -1.5346 1.8142 -0.033
C -0.463 0.253 -1.013 0.3032 1.9550 -0.8628 -0.477
C 1.150 0.369 -1.257 -2.3577 -0.0821 -3.4541 -0.133
O 1.814 0.948 -0.319 1.2708 0.2934 1.0308 -0.315
N -2.054 0.018 1.151 0.5588 -0.8769 -2.1689 -0.873
H 1.224 -0.981 0.432 0.0615 -1.4638 1.3414 0.214
H 0.279 -1.278 2.035 0.8109 -0.1256 0.3818 0.214
H -0.096 -2.348 0.662 0.4731 1.2173 -0.1754 0.206
H -0.094 0.912 0.971 -0.5487 -1.4664 -0.3592 0.203
H -0.957 -0.387 -1.828 0.7384 0.3335 1.5774 0.214
H -0.748 1.317 -1.303 -0.3234 -1.1611 0.6680 0.215
H 1.325 -0.696 -1.501 1.1373 0.0089 0.3015 0.260
H 1.474 0.868 -2.301 -0.9186 -0.8793 1.6215 0.209
H -2.529 -0.010 0.214 -0.6717 -0.3574 1.9508 0.358
H -2.375 -0.788 1.816 1.2993 1.6087 -2.2036 0.377
```
Positions in Å, forces in eV/Å.

Values from the calculation:
LUMO (alpha / beta), Ha: 0.0372 / -0.0724
Energy relative to the best compared isomer or geometry (same formula, charge and spin), kcal/mol: 60.40
2S+1: 2
HOMO (alpha / beta), eV: -8.99 / -8.94
Total charge: 0

---

(2)
Entry from the OMol25 dataset: a cluster of 3 separate species, C4H10NO in total (ωB97M-V with the def2-TZVPD basis set).

```
16
Properties=species:S:1:pos:R:3:forces:R:3:nbo_charge:R:1
C -2.833 -1.016 0.084 -1.0810 5.4226 -2.0508 -0.224
C -3.091 0.101 -0.362 0.5130 -3.4512 1.3087 -0.239
C 0.240 2.177 0.391 0.6242 1.9689 -4.2903 -0.713
C 0.924 0.908 0.202 1.2128 -0.6538 0.7631 0.321
N 0.373 -0.242 0.151 -1.6621 -0.4219 -2.0395 -0.642
O 1.670 -2.632 -0.445 -2.2007 0.9438 -0.6895 -0.945
H -2.693 -2.009 0.178 0.5511 -2.6849 0.7490 0.234
H 2.436 -2.192 -0.780 1.3603 -0.4013 0.1711 0.503
H -3.558 0.943 -0.790 0.0394 0.7102 -0.0443 0.255
H 0.919 3.065 0.616 -0.9503 -1.3633 -0.6427 0.280
H -0.407 2.030 1.146 -2.3819 -0.2546 2.9390 0.264
H -0.488 2.353 -0.542 1.7459 -0.0036 1.8016 0.279
H 1.990 0.882 0.245 0.8043 0.1182 0.0921 0.208
H 0.880 -1.191 -0.009 -0.4606 1.1515 0.2265 0.464
H -0.639 -0.195 -0.169 0.8790 -0.6094 1.1416 0.441
H 1.748 -3.189 0.314 1.0065 -0.4712 0.5644 0.514
```
Positions in Å, forces in eV/Å.

Values from the calculation:
LUMO, Ha: -0.1621
Energy relative to the best compared isomer or geometry (same formula, charge and spin), kcal/mol: 76.17
HOMO, eV: -14.43
Total charge: +1

---

(3)
Entry from the OMol25 dataset: the ion C4H10NO with charge +1 (ωB97M-V with the def2-TZVPD basis set).

```
16
Properties=species:S:1:pos:R:3:forces:R:3:nbo_charge:R:1
C 0.808 1.649 -0.427 -3.8736 -1.3425 1.2985 -0.058
C -0.473 1.520 0.397 2.3500 0.0333 -0.1966 -0.282
C -1.148 -0.512 -0.963 -3.4458 2.7243 1.0122 -0.434
C 1.007 -1.703 0.877 -2.1648 0.1913 -1.7717 -0.273
N -0.451 0.065 0.174 2.0054 3.7267 0.4351 0.062
O 0.052 -0.604 1.225 0.1867 -1.1051 -0.7237 -0.301
H 0.928 1.642 -1.469 -0.6479 -0.0229 -1.3484 0.215
H 1.686 1.702 0.086 2.3174 -0.2498 1.6388 0.201
H -0.453 1.971 1.398 0.5141 -1.1283 0.0618 0.271
H -1.329 1.897 0.008 -2.4787 1.1692 -1.7455 0.227
H -1.265 0.188 -1.827 0.8215 -0.4473 0.8379 0.255
H -0.578 -1.312 -1.135 1.3825 -3.5352 -1.6384 0.219
H -2.236 -0.705 -0.680 1.4204 -0.2980 -0.0634 0.248
H 1.669 -1.350 0.048 -0.0004 -0.0618 1.1545 0.202
H 0.403 -2.560 0.427 0.8479 0.8447 1.0079 0.206
H 1.383 -1.886 1.862 0.7653 -0.4985 0.0411 0.243
```
Positions in Å, forces in eV/Å.

Values from the calculation:
LUMO (alpha / beta), Ha: -0.1985 / -0.2137
Energy relative to the best compared isomer or geometry (same formula, charge and spin), kcal/mol: 135.41
HOMO (alpha / beta), eV: -14.42 / -14.15
Total charge: +1

---

(4)
Entry from the OMol25 dataset: a cluster of 2 separate species, C4H10NO in total (ωB97M-V with the def2-TZVPD basis set).

```
16
Properties=species:S:1:pos:R:3:forces:R:3:nbo_charge:R:1
C -2.316 1.188 -0.882 -0.1000 -0.7939 -1.3373 -0.667
C -1.293 0.405 -0.158 0.3189 -0.6469 0.7954 -0.047
C -0.291 -0.269 -0.724 -0.8266 0.6310 -0.6990 -0.125
N 0.702 -0.921 0.031 0.9406 -0.0086 1.3026 -0.408
C 1.421 -1.884 -0.397 -0.8076 0.1714 -0.5687 0.090
H -3.309 0.728 -0.859 -0.0048 0.1255 0.7875 0.258
H -2.120 1.088 -1.960 0.2765 0.6647 0.1819 0.227
H -2.355 2.221 -0.547 -0.0784 -0.0002 -0.0770 0.255
H -1.370 0.321 0.927 0.0034 0.2935 -0.0765 0.212
H -0.138 -0.281 -1.797 0.0209 -0.1541 0.0560 0.224
H 0.961 -0.434 0.945 -0.1842 -0.2597 -0.9831 0.475
H 1.092 -2.296 -1.348 0.4927 -0.1705 0.0080 0.217
H 2.281 -2.261 0.138 -0.1401 0.0195 0.1923 0.234
H 2.161 1.587 1.360 -0.5473 -0.3116 -0.1821 0.507
H 1.575 0.999 2.608 -0.2752 -0.0596 0.1553 0.501
O 1.411 1.033 1.657 0.9113 0.4994 0.4448 -0.954
```
Positions in Å, forces in eV/Å.

Values from the calculation:
LUMO, Ha: -0.1750
Energy relative to the best compared isomer or geometry (same formula, charge and spin), kcal/mol: 27.15
HOMO, eV: -14.10
Total charge: +1